Entry from OMol25: a cluster of 10 separate species, C48H126N10O14 in total in a non-equilibrium geometry (wB97M-V/def2-TZVPD).

Properties
- total charge = -1
- largest force on an atom (eV/Å) = 3.4
- energy above the lowest of the compared OMol25 structures with the same formula, charge and spin (eV) = 0.0000
- 2S+1 = 2
- orbital gap (spin up / spin down) (Ha) = 0.03894 / 0.30805
- HOMO level (spin up / spin down) (eV) = 0.897 / -6.487
- ⟨S²⟩ = 0.7504

Structure (XYZ):
```
198
Properties=species:S:1:pos:R:3:forces:R:3:mulliken_spin:R:1
O 1.5376 -1.1490 1.5584 0.0 -0.5 1.3 0.29
O -0.7451 -3.4904 -5.7429 -0.1 0.0 -0.6 -0.07
O 3.4094 -2.6542 7.2065 -1.2 0.6 0.6 -0.11
O -1.0741 1.6011 -3.3820 0.8 0.4 0.4 -0.04
O -2.1188 -1.8596 5.7905 -1.6 1.0 0.7 -0.17
O -0.5075 4.9128 2.2036 -1.0 0.5 0.1 -0.05
O 4.9705 0.3185 3.1031 0.7 0.3 -2.4 -0.22
O 1.7930 5.0591 -4.3331 0.4 -0.1 0.7 -0.03
O 3.1778 -6.3658 3.7650 0.7 -0.6 1.3 -1.21
O -0.0314 -5.2991 -0.3874 0.7 0.5 0.4 -0.25
O -3.7827 5.5093 -2.8095 -0.4 -0.6 0.2 -0.02
O -6.8497 0.8654 -4.1418 -0.1 0.5 -1.8 -0.12
O -4.0024 2.1962 0.3406 -1.6 1.1 0.6 -0.03
O 4.8194 0.5566 -3.0784 0.2 -0.4 0.5 -0.18
N -5.3297 3.1408 -5.2123 0.8 -0.8 -0.6 0.00
N -0.9005 0.8206 1.6835 -0.1 0.4 -0.4 0.14
N -0.0602 -4.5509 4.3430 0.2 0.7 -0.9 -0.54
N 5.7811 -1.2502 5.4383 -1.2 2.5 -1.2 -0.32
N 1.7138 3.0270 1.9941 0.5 -0.3 0.9 -0.01
N 1.6205 -4.6452 -4.9110 -0.3 -1.2 -1.2 0.03
N 1.0627 1.1706 -0.2865 1.4 -0.8 -0.1 0.13
N -1.3054 -2.5878 1.7852 0.0 -0.4 -0.2 -0.04
N -5.8139 0.2195 -0.6887 -1.5 0.9 0.5 0.03
N 4.6007 3.4003 -4.5406 -1.3 -0.1 1.6 -0.01
C -4.6167 3.4846 0.3345 -0.2 -0.1 -0.5 0.12
C 5.1974 2.0857 -4.8753 0.0 0.7 -1.2 0.04
C 1.5265 -3.6224 -2.8016 -0.3 0.1 0.9 0.07
C -1.1705 -2.6664 -6.8404 -0.6 0.4 1.5 0.15
C -0.7004 0.9719 -2.1328 -0.4 -0.2 -0.4 0.12
C 3.0160 4.6781 0.8608 -0.6 0.0 -0.9 -0.04
C -3.9512 4.2937 -3.6016 1.3 0.1 0.9 -0.03
C 2.7173 4.6665 -3.2829 0.2 -0.6 -1.2 0.01
C -3.5505 -1.5484 5.7841 1.1 0.4 0.6 0.07
C -0.4277 -3.5494 5.3464 0.2 1.1 -0.7 0.23
C -5.7467 0.1562 -2.1166 0.8 -2.4 -0.8 -0.12
C -0.0129 -4.3507 0.6915 -0.7 -0.1 -0.8 -0.64
C 1.8789 -5.9103 3.4487 1.0 0.5 -0.9 0.31
C -2.3196 0.8453 1.3552 -0.3 0.6 0.5 -0.41
C -1.9009 -3.1278 5.2581 -0.2 -1.0 -0.1 0.06
C -7.0742 0.4100 -2.8772 0.1 -0.5 2.9 0.05
C 5.7883 -2.1965 6.4993 0.5 0.1 -0.1 0.30
C 0.5591 5.1104 1.3306 1.9 -0.4 0.1 0.04
C -1.2506 -3.4475 0.5776 0.2 -1.2 1.1 0.25
C -1.3209 -2.5707 -0.6228 -0.3 0.1 -0.4 -0.20
C 3.6593 -7.5297 3.1252 0.2 0.1 0.0 0.79
C 0.7062 -4.1007 -3.9550 -0.1 2.2 0.3 -0.05
C -2.4454 5.9150 -2.5132 0.0 -0.1 -1.3 -0.01
C 1.8783 -0.0549 -0.4672 -0.1 0.7 -0.9 -0.26
C -2.7720 2.3110 0.9294 2.6 -2.2 0.2 0.05
C 1.9921 -1.6709 2.8310 -0.3 0.8 -0.8 -0.37
C 4.6183 -3.1383 6.6430 -0.2 -0.8 -0.5 -0.29
C 2.5628 -0.5444 0.8007 -0.7 0.3 -0.8 0.53
C 1.4018 -4.9406 4.4904 -2.2 -0.1 1.7 0.35
C -6.5231 4.4301 -3.4707 0.9 0.4 0.5 0.00
C 4.5837 -0.3878 5.3803 0.3 0.4 0.5 0.11
C 1.0350 -6.2560 -0.3078 -1.0 0.2 -0.2 0.52
C 0.4760 1.7517 -1.4714 -0.8 -0.9 -0.5 -0.12
C -1.5949 5.6963 1.7196 -0.9 -0.3 1.2 0.03
C -3.0103 0.3765 2.6490 -0.5 0.5 0.0 0.15
C -5.2289 4.2849 -4.3730 -2.4 1.7 0.6 0.02
C -8.0220 0.9096 -4.9472 0.3 0.1 -0.4 0.11
C -5.2184 -1.2782 -2.4862 -0.3 1.3 -0.6 0.05
C 5.8393 1.2935 -3.7614 -1.4 0.4 0.5 0.03
C 4.6724 0.7824 4.3643 -0.1 -0.8 1.1 0.05
C -0.0306 -2.8869 -4.6309 -0.2 -1.3 -1.5 0.04
C 3.4086 3.3188 -3.6100 0.6 0.0 0.5 -0.02
C -1.9742 0.9408 -4.2719 0.6 -0.1 1.2 -0.04
C 1.8799 4.4462 1.8334 -1.1 0.6 -0.1 0.03
C 3.4473 -2.2058 8.5677 2.6 -0.2 -0.3 0.24
C 0.4956 4.3989 -4.3192 1.6 0.9 0.3 0.01
C 5.3271 -0.2232 -2.0018 0.3 0.0 0.2 0.54
C 5.1608 1.4305 2.1866 -0.6 -0.8 0.2 0.15
H -3.6385 -0.4678 5.8969 0.2 0.0 -0.1 0.01
H -6.4726 3.7310 -2.6359 0.2 -0.1 0.2 0.03
H -0.8048 1.3380 2.5456 0.3 0.1 0.3 -0.01
H 1.9709 -4.5285 -2.3899 0.6 0.4 0.1 0.00
H -3.8795 3.3892 -2.9976 -0.1 -0.1 0.7 0.00
H -4.0310 -0.0012 2.5903 -0.2 0.3 -0.3 0.03
H 6.2663 2.0360 -3.0874 0.5 -0.1 0.3 0.00
H 4.5726 -0.7639 -1.4305 -0.5 0.0 -0.7 -0.21
H 1.6779 2.5380 1.1111 0.0 -0.1 -0.5 0.00
H 4.0487 -2.9302 9.1170 -0.3 -0.4 0.5 -0.04
H 1.2946 -5.3836 5.4806 1.5 -0.4 0.3 0.26
H -5.1031 -0.2898 -0.1833 0.1 -0.1 -0.4 -0.01
H -5.1598 5.1976 -4.9649 -0.2 0.0 -0.4 0.00
H -0.0181 -4.8809 1.6438 -0.2 0.0 0.1 0.01
H -3.0009 1.1883 -4.0022 -0.2 -0.2 -0.1 0.00
H 4.3256 -3.4964 5.6560 -0.1 0.1 -0.2 0.10
H -1.7779 -0.1279 -4.1862 -0.4 -0.2 -0.2 0.03
H 0.9793 -4.9164 -5.6427 0.2 -0.6 -0.6 0.00
H 2.1516 4.9534 2.7592 -0.2 -0.3 0.5 0.02
H -4.1094 -1.8514 4.8987 0.5 -0.2 -0.4 0.00
H -2.3273 -3.0346 4.2593 0.5 -0.8 -0.5 0.06
H 0.9306 -3.1735 -2.0069 -0.1 0.0 0.0 -0.08
H 2.0167 -4.0428 4.5539 0.0 -0.1 -0.1 0.14
H -0.1426 -3.9391 6.3236 -0.2 0.3 0.5 0.07
H -0.6720 -0.1379 1.9050 0.2 -0.1 0.1 -0.01
H 6.7185 -2.7092 6.2548 -0.1 -0.8 0.8 -0.08
H 0.7259 -2.2681 -5.1135 0.4 0.3 0.4 0.03
H -0.1425 5.1369 -4.8053 -0.2 -0.5 -0.2 -0.01
H 0.7770 -7.0507 0.3921 0.1 0.0 0.4 0.03
H -7.8751 1.5410 -5.8235 0.6 0.1 0.1 0.00
H 0.0660 -4.9099 -3.6038 -0.5 0.3 -0.2 0.00
H 6.0960 1.9757 2.3139 0.3 -0.3 0.3 0.03
H 3.7718 2.8660 -2.6875 0.0 0.1 0.2 0.00
H 0.8334 -3.6642 0.7132 0.7 -0.2 -0.4 0.29
H 3.2687 5.7103 0.6183 0.0 0.2 0.6 -0.02
H -5.6330 2.3495 -4.6628 0.0 -0.3 0.0 0.00
H 0.0656 2.7257 -1.2047 0.3 0.3 -0.2 0.00
H 4.2167 3.8858 -5.3387 0.5 -0.2 -0.6 0.00
H 3.3309 -8.4619 3.5849 -0.8 -0.1 -0.1 -0.03
H -7.6170 1.1273 -2.2616 -0.4 0.4 0.0 0.01
H 1.2536 1.8064 -2.2332 0.0 0.5 -0.1 0.02
H 2.6256 2.6423 -3.9526 0.0 -0.3 -0.4 0.01
H -4.3616 4.0172 1.2506 -0.1 0.1 0.0 0.00
H -1.5653 0.8963 -1.4737 -0.3 0.5 0.3 -0.02
H -5.7041 1.1905 -0.4333 -0.1 -0.2 0.5 0.01
H -1.9907 -2.0610 -6.4546 -0.3 0.3 -0.2 0.00
H 1.1802 -6.7292 3.2779 -0.1 0.0 -0.1 0.15
H 0.2519 4.6355 0.3988 0.4 0.2 -0.6 -0.01
H -5.0256 0.8884 -2.4799 0.3 0.1 -0.4 0.01
H -8.8793 1.3576 -4.4448 -0.1 -0.3 0.4 0.00
H -1.2323 -3.0710 -1.5872 0.3 -0.2 0.2 -0.01
H -4.3555 -1.5442 -1.8757 0.3 0.1 -0.3 -0.01
H -5.0068 -1.1859 -3.5515 0.6 -0.5 0.0 0.03
H 3.5007 5.4167 -3.1750 -0.1 0.3 -0.4 0.00
H 1.0770 -6.7398 -1.2837 0.3 0.2 -0.1 -0.10
H 5.4695 1.4763 4.6314 0.0 0.2 0.6 0.05
H -2.5419 5.3168 2.1033 0.1 -0.7 0.1 0.00
H -1.7813 1.2696 -5.2930 0.1 0.1 0.1 -0.01
H 6.0139 2.2861 -5.5691 0.2 0.3 -0.1 -0.01
H 4.0924 -1.3298 8.6355 -0.1 0.5 -0.1 0.00
H 6.0517 -0.9639 -2.3401 0.1 0.0 -0.2 -0.01
H 5.9159 -1.6610 7.4401 0.3 0.1 0.1 0.08
H -2.3717 6.9474 -2.1713 -0.8 0.1 0.1 -0.01
H 3.4661 -7.5060 2.0527 -0.2 -0.2 -0.1 -0.01
H -2.4601 -0.3890 3.1962 0.2 -0.1 -0.4 0.01
H -4.0797 -1.9795 6.6340 0.3 -0.4 0.2 -0.04
H -2.0669 2.7636 0.2322 0.5 -0.3 -0.6 0.01
H -0.6713 -2.2267 -4.0464 -0.2 -0.3 0.4 -0.04
H 4.4366 0.0766 6.3554 0.3 0.3 0.3 0.04
H 1.1558 -2.1687 3.3218 0.0 -0.2 -0.3 -0.02
H 4.3482 2.1497 2.2890 -0.2 0.0 0.2 0.00
H 2.2757 -0.8465 3.4853 0.3 0.1 0.0 0.06
H 4.5304 1.4649 -5.4735 -0.4 -0.4 0.3 0.01
H -0.6269 -5.3243 4.6605 0.2 -0.8 -0.5 0.00
H -6.0205 3.2606 -5.9393 0.0 0.2 0.0 0.00
H -5.7018 3.4112 0.2619 0.0 -0.3 0.0 -0.01
H -2.9622 1.2715 3.2692 -0.4 0.0 0.5 -0.03
H -7.5062 4.2456 -3.9038 0.3 -0.1 -0.8 -0.01
H -1.0895 -3.2015 2.5577 -0.3 -0.4 0.5 0.00
H -6.5894 5.4344 -3.0525 0.2 0.0 0.2 -0.01
H -0.5409 -1.8203 -0.4938 -0.1 0.3 -0.4 -0.01
H 2.2345 -2.8657 -3.1397 0.4 -0.2 0.1 0.14
H -0.4564 -1.9372 -7.2230 0.6 -0.3 0.1 -0.01
H 3.6834 -1.0013 5.3481 -0.3 0.1 -0.9 -0.06
H 5.7982 0.3622 -1.2122 0.4 0.6 -0.2 0.08
H 0.8718 2.7858 2.4972 0.0 0.2 0.1 0.00
H -0.4524 -2.0470 1.7807 0.3 0.4 -0.4 0.00
H -1.8837 5.3346 -1.7812 -0.3 -0.6 0.0 0.02
H 1.2557 -0.8296 -0.9149 0.0 -0.6 0.3 -0.02
H 2.6096 4.3273 -0.0878 0.5 -0.6 -0.3 0.01
H 6.5924 0.6174 -4.1662 0.1 -0.1 0.0 -0.03
H 4.9671 -4.0560 7.1166 -0.1 -0.1 0.7 -0.07
H -4.2801 4.0383 -0.5420 0.2 0.3 0.0 -0.02
H 2.8274 -2.3474 2.6501 0.1 -0.1 0.3 -0.15
H 1.9732 -5.7818 -0.0196 0.2 -0.1 -0.1 -0.03
H -2.0926 -4.1392 0.6000 -0.3 0.1 0.0 0.09
H 3.7172 1.3040 4.3041 -0.2 0.3 0.4 0.02
H 0.7921 6.1698 1.2234 -0.3 0.4 -0.3 0.00
H -1.9263 5.9169 -3.4717 0.5 -0.2 0.1 0.00
H -1.7045 5.7038 0.6352 0.4 0.2 -0.1 0.02
H 0.1771 4.2581 -3.2864 -0.2 -0.2 0.0 0.03
H 5.8628 -1.6190 4.5016 0.3 -0.6 0.1 0.01
H -7.6547 -0.5120 -2.8434 -0.2 -0.2 -0.2 0.02
H 3.3515 -1.2620 0.5743 0.1 -0.3 -0.1 -0.08
H -0.4461 -0.0797 -2.2657 0.4 -0.2 -0.5 0.03
H 0.1122 -2.6184 5.1735 0.4 0.0 0.1 0.00
H -3.1399 4.1612 -4.3174 0.2 0.4 -0.2 0.02
H -2.3203 -2.1362 -0.6407 0.1 0.5 0.1 0.06
H 0.3874 0.9660 0.4361 -0.6 0.3 0.1 -0.02
H 0.5617 3.4402 -4.8336 -0.3 0.0 0.0 0.00
H 3.8961 4.1116 1.1650 -0.1 0.1 -0.2 0.03
H 5.0987 1.0498 1.1672 0.2 -0.2 0.1 0.11
H -1.6157 6.6865 2.1748 0.7 0.5 -0.5 -0.01
H 2.2088 4.6614 -2.3188 -0.3 -0.4 0.0 0.02
H -2.4718 -3.8811 5.8011 -0.5 -0.2 0.1 0.05
H -1.5823 -3.2545 -7.6605 0.4 -0.4 0.2 -0.02
H -5.9380 -2.0910 -2.3880 -0.4 0.3 0.3 -0.01
H -2.4999 0.1642 0.5234 0.0 0.0 -0.1 0.02
H 2.0991 -5.3076 2.5675 -1.0 -0.2 -0.7 0.07
H -2.6419 2.9969 1.7665 -0.8 -0.1 0.6 0.02
H 2.1421 -3.9152 -5.3749 0.4 0.4 0.3 -0.02
H 4.7379 -7.6198 3.2544 0.1 0.7 0.0 -0.01
H -8.2377 -0.0766 -5.3585 -0.3 -0.2 0.3 0.00
H 2.6345 0.1156 -1.2334 0.2 0.4 0.0 -0.13
H 3.0529 0.2921 1.2989 -0.3 0.1 0.4 -0.17
H 2.5547 -1.9483 9.1378 -0.6 -0.5 -1.0 -0.01
```
Positions in Å, forces in eV/Å.